(1)
{"formula": "C19H36Br16IN2", "method": "ωB97M-V with the def2-TZVPD basis set", "species": ["I", "N", "C", "C", "N", "C", "H", "H", "H", "H", "Br", "C", "C", "Br", "H", "H", "H", "H", "Br", "C", "C", "Br", "H", "H", "H", "H", "Br", "C", "C", "Br", "H", "H", "H", "H", "Br", "C", "C", "Br", "H", "H", "H", "H", "Br", "C", "C", "Br", "H", "H", "H", "H", "Br", "C", "C", "Br", "H", "H", "H", "H", "Br", "C", "C", "Br", "H", "H", "H", "H", "Br", "C", "C", "Br", "H", "H", "H", "H"], "coordinates": [[-8.342576, -0.154636, -3.839012], [-6.482363, 0.301265, -3.159714], [-5.474783, -0.633000, -2.992640], [-4.399629, -0.010417, -2.491943], [-4.747639, 1.327108, -2.380362], [-5.985041, 1.469267, -2.778031], [-5.491663, -1.696973, -3.180603], [-3.455389, -0.491689, -2.225063], [-4.098331, 2.034114, -2.002858], [-6.558552, 2.385567, -2.810706], [0.145694, -2.375289, 0.710492], [-1.730745, -1.862206, 0.756440], [-2.581594, -2.823197, -0.031912], [-2.402597, -2.524529, -1.952376], [-1.788130, -0.840745, 0.392056], [-2.008472, -1.884100, 1.808377], [-3.636673, -2.663266, 0.183989], [-2.331894, -3.866047, 0.145716], [-0.285768, -6.228780, -1.691939], [0.340600, -6.172745, 0.150913], [-0.148088, -7.359471, 0.934828], [-2.024612, -7.157559, 1.419614], [0.012867, -5.226489, 0.567332], [1.427015, -6.178070, 0.082199], [0.383833, -7.437286, 1.880935], [-0.059800, -8.295581, 0.392579], [-0.696181, 0.941724, -1.582264], [-0.612903, 2.771840, -2.249801], [-1.099506, 3.751813, -1.219707], [-3.045602, 3.734556, -1.082383], [-1.187954, 2.795307, -3.170689], [0.439058, 2.946970, -2.477507], [-0.844439, 4.769304, -1.508664], [-0.717108, 3.553086, -0.222955], [2.743235, 3.141154, -3.592774], [2.751149, 1.191540, -3.495520], [4.044736, 0.678049, -2.926883], [5.475044, 0.751471, -4.243714], [2.548326, 0.823900, -4.496709], [1.919926, 0.934687, -2.841745], [3.952518, -0.374594, -2.663866], [4.382673, 1.236773, -2.059594], [4.150161, -2.833270, -0.637991], [5.987247, -2.543379, -1.229478], [6.837240, -1.999768, -0.113355], [6.481689, -0.109606, 0.180765], [5.944453, -1.884951, -2.092692], [6.344880, -3.522432, -1.541485], [7.892601, -2.055427, -0.376374], [6.673612, -2.504777, 0.833543], [-3.220269, 2.418330, 2.570853], [-5.009155, 3.156509, 2.776339], [-6.062410, 2.101583, 2.582499], [-6.305831, 1.675112, 0.691462], [-5.092667, 3.980165, 2.073033], [-5.043136, 3.545256, 3.791570], [-7.032414, 2.463051, 2.917839], [-5.830440, 1.169427, 3.087371], [-3.704496, 2.633523, 7.231997], [-4.482918, 4.390469, 7.541690], [-5.979962, 4.313659, 7.676173], [-6.834097, 4.081678, 5.941070], [-4.162574, 5.025486, 6.721605], [-4.035022, 4.743916, 8.468124], [-6.376937, 5.248579, 8.066390], [-6.312923, 3.491980, 8.302121], [10.669568, -2.495224, -1.725669], [11.474670, -0.721115, -1.769133], [10.469032, 0.345740, -1.430934], [9.275541, 0.701304, -2.925538], [11.911340, -0.596905, -2.755025], [12.267222, -0.749628, -1.024018], [10.968191, 1.292649, -1.235022], [9.841960, 0.087007, -0.582348]], "forces_ev_per_a": [[0.09, 0.22, 0.06], [0.44, -0.88, -0.08], [0.17, -0.96, 0.08], [0.25, 0.46, 0.07], [1.23, -0.82, 0.27], [-1.27, 1.21, -0.24], [-0.66, 0.19, -0.21], [-0.39, 0.86, -0.05], [-0.47, -0.01, -0.16], [0.22, -0.03, 0.10], [-0.01, 0.18, -0.08], [0.19, -0.20, 0.17], [-0.22, 0.14, -0.04], [0.40, -0.63, 0.07], [-0.06, -0.02, 0.00], [-0.06, -0.03, -0.03], [0.03, 0.01, 0.03], [0.04, 0.02, -0.02], [-0.07, 0.12, 0.07], [0.17, -0.13, -0.26], [-0.10, 0.07, 0.25], [0.00, -0.02, -0.06], [0.00, -0.04, 0.04], [-0.01, -0.04, 0.04], [0.02, 0.04, -0.03], [0.00, 0.05, -0.04], [-0.12, -0.02, -0.10], [0.17, -0.15, 0.15], [0.05, 0.11, -0.18], [0.03, 0.35, 0.25], [0.01, 0.07, 0.02], [-0.16, 0.06, 0.07], [-0.04, -0.02, -0.04], [-0.05, -0.06, -0.01], [0.14, 0.00, -0.15], [-0.14, 0.09, 0.19], [0.20, -0.20, -0.18], [0.01, 0.04, 0.06], [0.08, 0.01, 0.00], [0.05, -0.05, 0.02], [-0.11, 0.03, 0.04], [-0.05, 0.00, 0.00], [-0.05, 0.09, -0.11], [-0.06, -0.26, 0.08], [0.17, 0.22, -0.12], [0.00, 0.02, 0.08], [0.06, 0.04, 0.05], [0.02, 0.02, 0.03], [-0.04, -0.04, -0.08], [-0.06, -0.02, -0.04], [0.03, -0.01, -0.04], [0.29, -0.04, 0.10], [-0.19, 0.17, 0.00], [0.04, -0.09, -0.01], [-0.06, -0.05, -0.02], [-0.06, -0.09, 0.00], [0.02, 0.02, -0.02], [0.05, 0.02, -0.02], [-0.01, 0.06, -0.11], [0.15, -0.22, 0.17], [-0.06, 0.22, -0.09], [-0.10, -0.05, 0.04], [-0.07, 0.02, 0.02], [-0.06, 0.01, 0.01], [0.03, 0.00, -0.02], [0.07, -0.02, -0.02], [0.01, 0.02, -0.07], [0.02, -0.17, 0.23], [-0.03, 0.24, -0.21], [-0.08, -0.07, 0.09], [-0.06, 0.03, 0.00], [-0.03, 0.02, 0.01], [0.05, -0.05, 0.01], [0.04, -0.03, 0.00]], "lowdin_charge": [1.0227, -0.5051, -0.1418, -0.0973, 0.0853, -0.2192, 0.1224, -0.0256, -0.0141, 0.1539, 0.6499, -0.6781, -0.6203, 0.6974, -0.0056, 0.0660, 0.0662, 0.0344, 0.6011, -0.7079, -0.6840, 0.5993, -0.0242, 0.0612, 0.0602, 0.0522, 0.6862, -0.6667, -0.6211, 0.7113, 0.0615, -0.0409, 0.0709, 0.0608, 0.6638, -0.6650, -0.7000, 0.6131, 0.0576, 0.0040, 0.0275, 0.0389, 0.5950, -0.6746, -0.6778, 0.6129, 0.0341, 0.0630, 0.0135, 0.0536, 0.5916, -0.6973, -0.6717, 0.6184, 0.0528, -0.0086, 0.0528, 0.0579, 0.6086, -0.6931, -0.6769, 0.6398, 0.0505, 0.0607, 0.0613, 0.0537, 0.6126, -0.6844, -0.6945, 0.5906, 0.0518, 0.0590, 0.0599, 0.0336], "charge": 1, "max_force_ha_per_bohr": 0.0345, "total_energy_ha": -42336.7806, "homo_lumo_gap_ev": 7.14}



(2)
{"formula": "C19H36Cl8O6S2", "method": "ωB97M-V with the def2-TZVPD basis set", "species": ["C", "C", "C", "C", "C", "C", "O", "C", "O", "C", "S", "C", "C", "O", "O", "C", "C", "C", "O", "C", "O", "C", "S", "H", "H", "H", "H", "H", "H", "H", "H", "H", "H", "H", "H", "H", "H", "H", "H", "H", "H", "H", "H", "H", "H", "H", "H", "H", "H", "H", "H", "Cl", "C", "Cl", "H", "H", "Cl", "C", "Cl", "H", "H", "Cl", "C", "Cl", "H", "H", "Cl", "C", "Cl", "H", "H"], "coordinates": [[-0.034031, 1.488388, -6.456493], [-1.219906, 0.674622, -5.898295], [-0.869572, -0.159268, -4.647189], [-1.339796, 0.541000, -3.364254], [-0.567679, 0.106393, -2.121669], [-1.003023, -1.289978, -1.634267], [-0.017774, -2.290239, -1.830297], [1.008342, -2.297186, -0.863096], [-0.784820, 1.121951, -1.140391], [-0.026196, 1.004188, 0.033057], [0.307384, 2.730245, 0.491823], [1.177677, 2.455556, 2.039840], [1.496496, 3.796257, 2.663805], [1.290542, 4.849740, 2.120058], [2.157165, 3.762869, 3.851001], [1.751689, 2.781261, 4.828255], [2.626970, 1.516654, 4.753091], [3.661320, 1.474907, 5.869071], [1.853243, 0.299780, 4.659157], [1.230421, -0.125025, 5.794434], [1.824632, -0.715813, 6.661218], [-0.269416, 0.089939, 5.912530], [-1.218249, 0.405291, 4.411800], [-0.298612, 2.531550, -6.636300], [0.312422, 1.078700, -7.407182], [0.810730, 1.480547, -5.766312], [-1.602576, 0.016617, -6.682193], [-2.037778, 1.359711, -5.661149], [-1.407403, -1.106710, -4.730838], [0.204575, -0.349253, -4.617263], [-2.402895, 0.338512, -3.200317], [-1.222992, 1.623849, -3.457404], [0.494898, 0.057249, -2.387288], [-1.862525, -1.620521, -2.223206], [-1.320971, -1.258565, -0.585097], [0.600617, -2.256999, 0.152787], [1.709307, -1.467153, -1.007996], [1.561894, -3.230978, -0.975773], [0.907764, 0.460160, -0.133025], [-0.594428, 0.526499, 0.840849], [0.592162, 1.846409, 2.734192], [2.123374, 1.929904, 1.876127], [1.909164, 3.285478, 5.780225], [0.697856, 2.549912, 4.686245], [3.159917, 1.573077, 3.803847], [4.421978, 2.229689, 5.660707], [3.209481, 1.666508, 6.843490], [4.148496, 0.501975, 5.909153], [-0.647736, -0.822348, 6.379213], [-0.469489, 0.901218, 6.613319], [-0.807447, -0.649249, 3.698476], [-3.722386, -1.270417, 6.361082], [-3.653654, -2.408920, 7.713225], [-2.123996, -2.307452, 8.595002], [-4.459238, -2.179843, 8.399605], [-3.753747, -3.412887, 7.320146], [0.767619, -5.985165, -4.372722], [0.521121, -4.233902, -4.254404], [-0.232757, -3.569093, -5.705574], [-0.122601, -4.028199, -3.409119], [1.485692, -3.759570, -4.123116], [2.390573, 2.153398, -2.843794], [1.946805, 3.855333, -2.629222], [0.972237, 4.455059, -3.975345], [1.370316, 3.936112, -1.715569], [2.857472, 4.438516, -2.573842], [-3.409985, -3.608711, -4.189830], [-3.950410, -4.359322, -5.695035], [-3.753879, -3.280145, -7.080896], [-3.353926, -5.247706, -5.863944], [-5.000454, -4.604407, -5.597120]], "forces_ev_per_a": [[-0.10, -0.01, -0.02], [0.21, 0.04, -0.12], [-0.87, 0.24, -0.12], [0.40, 0.07, 0.16], [-0.24, -0.07, -0.18], [-0.05, -0.03, -0.25], [-0.06, -0.09, 0.10], [0.11, -0.05, -0.10], [0.00, -0.22, 0.03], [-0.08, 0.23, 0.07], [-0.11, 0.06, -0.06], [-0.04, -0.12, 0.14], [0.12, 0.60, -0.51], [0.21, -0.66, 0.36], [-0.32, -0.01, 0.24], [0.34, 0.06, -0.29], [0.53, 0.14, 0.01], [0.00, -0.14, -0.07], [-0.43, 0.39, 0.01], [0.52, -0.48, 0.62], [-0.39, 0.47, -0.50], [-0.05, -0.76, -0.14], [-0.06, 0.44, -0.15], [0.01, -0.03, 0.01], [0.05, -0.02, 0.07], [0.00, 0.07, 0.02], [0.03, 0.01, 0.04], [-0.04, -0.10, 0.07], [0.35, -0.15, 0.11], [0.00, -0.13, 0.00], [-0.01, 0.14, -0.06], [0.07, -0.01, -0.01], [0.08, 0.08, 0.19], [0.03, 0.00, 0.06], [0.09, 0.03, 0.03], [-0.02, 0.04, 0.01], [-0.03, 0.02, 0.06], [-0.05, 0.05, -0.03], [0.02, 0.04, -0.03], [0.05, -0.06, -0.04], [-0.06, -0.02, -0.12], [-0.01, 0.05, -0.01], [-0.17, -0.03, 0.03], [-0.06, -0.09, 0.15], [-0.10, -0.21, -0.01], [-0.10, 0.09, 0.12], [0.07, 0.02, -0.01], [-0.02, 0.03, -0.04], [-0.02, 0.18, 0.12], [0.04, 0.09, -0.09], [0.09, -0.10, 0.09], [0.02, -0.05, 0.06], [-0.08, -0.03, 0.00], [0.02, 0.01, -0.01], [0.01, 0.04, 0.01], [0.03, 0.00, -0.02], [0.00, 0.00, 0.01], [-0.04, 0.01, 0.06], [0.08, -0.06, -0.15], [-0.02, 0.00, -0.01], [0.02, -0.02, -0.03], [0.04, -0.04, 0.02], [-0.05, 0.07, 0.04], [-0.01, 0.00, 0.00], [-0.01, -0.04, -0.01], [0.02, -0.02, -0.05], [-0.07, 0.02, 0.17], [0.06, -0.03, -0.07], [-0.01, 0.00, -0.01], [0.05, 0.03, -0.01], [-0.01, 0.03, 0.01]], "lowdin_charge": [-0.1037, -0.2387, -0.2107, -0.1380, -0.3281, -0.1381, -0.2070, -0.0973, -0.1890, -0.4955, 0.9828, -0.3888, -0.5336, 0.1087, 0.0051, -0.1021, -0.3087, -0.0283, -0.0242, -0.5171, 0.1382, -0.4568, 0.7322, 0.0596, 0.0660, 0.0474, 0.0945, 0.1011, 0.0597, 0.1061, 0.1275, 0.1188, 0.1090, 0.1125, 0.1275, 0.0916, 0.0820, 0.0923, 0.0812, 0.0856, 0.0395, 0.1045, 0.1365, 0.1025, 0.1439, 0.0965, 0.0875, 0.0915, 0.0401, 0.0978, -0.1138, 0.5113, -1.0115, 0.5162, 0.0236, 0.0239, 0.5024, -1.0265, 0.5244, -0.0016, 0.0273, 0.5315, -1.0044, 0.5154, -0.0319, 0.0258, 0.5009, -1.0207, 0.4975, 0.0235, 0.0227], "smiles": "CCCC[C@H](COC)OCSCC(=O)OC[C@@H](C)OC(=O)CS.ClCCl.ClCCl.ClCCl.ClCCl", "max_force_ha_per_bohr": 0.0183, "total_energy_ha": -5674.8459, "homo_lumo_gap_ev": 9.12}



(3)
{"formula": "C19H36GaNO6P", "method": "ωB97M-V with the def2-TZVPD basis set", "species": ["C", "O", "C", "C", "C", "C", "C", "C", "C", "Ga", "C", "C", "C", "O", "C", "C", "O", "C", "C", "O", "O", "P", "O", "H", "H", "H", "H", "H", "H", "H", "H", "H", "H", "H", "H", "H", "H", "H", "H", "H", "H", "H", "H", "H", "H", "H", "H", "H", "H", "H", "H", "H", "H", "H", "N", "C", "C", "C", "C", "H", "H", "H", "H", "H"], "coordinates": [[-4.170556, 0.836367, -0.308187], [-2.835321, 1.357352, -0.552453], [-2.715436, 2.630428, 0.130451], [-1.654322, 2.487911, 1.326361], [-0.717780, 3.764421, 1.518025], [0.181837, 4.082523, 0.233609], [1.444791, 3.069855, 0.133106], [1.354097, 2.074382, -1.118069], [2.825848, 1.864748, -1.704278], [3.661319, 0.029548, -1.189879], [2.917995, -1.553386, -2.269745], [1.707411, -2.345716, -1.574142], [0.460036, -2.284140, -2.595437], [-0.481403, -3.379903, -2.399926], [-1.265001, -3.168843, -1.247259], [-1.194734, -4.183938, -0.032683], [-2.026418, -2.195728, -1.158828], [3.677444, -0.310567, 0.860861], [5.040446, 0.279857, 1.399065], [5.024725, 1.480153, 1.777950], [6.269456, -0.420870, 1.437352], [5.958663, 0.224973, -1.812328], [5.962504, 0.518445, -3.339452], [-4.149508, -0.271433, -0.542563], [-4.433349, 0.937066, 0.806221], [-4.952027, 1.409049, -0.900865], [-2.420763, 3.400797, -0.652980], [-3.693790, 2.983609, 0.593501], [-2.273563, 2.270331, 2.266066], [-0.984139, 1.573515, 1.162127], [0.005845, 3.516345, 2.371100], [-1.293961, 4.692967, 1.865159], [-0.374793, 4.027599, -0.751623], [0.585586, 5.141229, 0.352784], [2.361032, 3.751853, 0.036365], [1.572706, 2.520232, 1.120032], [0.790755, 1.112927, -0.908675], [0.754157, 2.638556, -1.920990], [3.586275, 2.643773, -1.353424], [2.868988, 1.905544, -2.851610], [2.624586, -1.178299, -3.299555], [3.770105, -2.311445, -2.405133], [1.432075, -1.986183, -0.534224], [1.998734, -3.451672, -1.500703], [0.864816, -2.403288, -3.658955], [0.001888, -1.251681, -2.475101], [-2.243368, -4.264401, 0.406746], [-0.777057, -5.185001, -0.375380], [-0.470414, -3.784873, 0.760111], [3.600922, -1.429410, 1.067887], [2.842566, 0.199427, 1.430647], [6.912369, 0.196797, 1.022749], [6.694676, -0.950655, -1.439840], [6.440089, 1.411959, -1.119393], [-6.111312, -1.914075, 2.800259], [-5.121472, -2.503622, 3.540201], [-4.077794, -2.793577, 2.695951], [-4.448950, -2.357875, 1.399261], [-5.707426, -1.816817, 1.494822], [-6.996704, -1.600397, 3.159408], [-5.245377, -2.666502, 4.599679], [-3.149331, -3.265591, 2.980111], [-3.859499, -2.431381, 0.496546], [-6.349172, -1.373267, 0.749167]], "forces_ev_per_a": [[0.25, -0.44, 0.58], [-1.92, 0.68, 1.02], [0.94, 0.33, 0.29], [-0.16, 0.18, -0.09], [0.13, -0.17, 0.09], [0.54, -0.40, 0.71], [-0.45, 0.61, 0.00], [0.76, 1.64, -0.58], [0.53, -0.50, -0.41], [-0.43, 0.38, -0.23], [0.19, -0.85, 0.36], [-0.15, -0.78, -1.50], [1.68, 0.88, 0.09], [-0.65, 0.52, 2.32], [-1.39, 1.62, 0.35], [0.47, -0.14, -0.71], [1.97, -2.36, -0.35], [1.40, -0.96, 1.63], [-1.82, 3.06, 0.88], [0.68, -3.23, -1.13], [-1.42, 0.57, -1.15], [-1.57, 0.91, -2.41], [0.59, -0.55, 1.73], [-0.11, 1.44, 0.00], [0.34, -0.19, -1.48], [0.84, -0.74, 0.48], [-0.14, -0.87, 1.08], [1.00, -0.55, -0.74], [1.05, 0.35, -1.09], [-1.01, 1.27, -0.06], [-0.97, 0.43, -1.09], [0.54, -1.29, -0.63], [0.42, 0.16, 1.28], [-0.56, -1.27, -0.21], [-1.15, -1.26, -0.06], [-0.16, 0.54, -1.19], [0.71, 1.07, -0.03], [0.62, -0.87, 1.11], [-1.33, -0.75, -0.33], [-0.27, -0.08, 1.58], [0.31, -0.48, 1.15], [-1.16, 1.11, -0.03], [0.20, -0.26, -1.22], [-0.47, 1.43, 0.09], [-0.71, 0.08, 1.59], [0.07, -1.40, -0.35], [1.52, 0.03, -0.59], [-0.71, 1.21, 0.46], [-1.07, -0.34, -1.21], [0.24, 1.27, -0.33], [1.11, -0.41, -0.69], [-0.40, -0.31, 0.69], [0.49, 0.66, 0.16], [0.58, -0.94, 0.14], [0.03, 0.02, 0.02], [0.01, -0.07, 0.08], [-0.10, -0.02, 0.22], [-0.19, 0.03, -0.22], [0.03, -0.09, -0.04], [0.15, -0.03, -0.05], [0.04, 0.01, -0.08], [-0.06, 0.06, -0.01], [0.01, 0.09, 0.08], [0.08, -0.04, 0.03]], "lowdin_charge": [-0.1223, -0.2202, -0.2317, -0.1654, -0.2225, -0.2053, -0.2017, -0.2712, -0.2705, 0.3660, -0.2672, -0.2440, -0.1874, -0.0723, -0.4380, 0.0042, 0.0550, -0.1652, -0.5465, -0.0201, -0.0138, 0.5549, -0.6356, 0.0751, 0.0932, 0.0919, 0.1158, 0.1126, 0.1083, 0.1194, 0.1048, 0.1028, 0.0840, 0.0994, 0.1054, 0.1012, 0.0921, 0.0967, 0.0448, 0.0541, 0.0513, 0.0539, 0.0920, 0.1079, 0.1300, 0.1301, 0.0761, 0.0858, 0.0995, 0.0582, 0.0584, 0.0868, -0.0569, -0.0387, -0.0050, -0.1487, -0.1065, -0.1106, -0.1491, 0.1404, 0.1007, 0.0892, 0.0671, 0.1072], "charge": -1, "max_force_ha_per_bohr": 0.0713, "total_energy_ha": -3517.8266, "homo_lumo_gap_ev": 6.86}



Number 1: HOMO energy -11.22 eV. Number 2: HOMO energy -8.96 eV. Number 3: HOMO energy -4.60 eV.